No. 1
A structure of composition C2H4INS in a non-equilibrium geometry. Source: the Open Molecules 2025 dataset; level of theory: ωB97M-V/def2-TZVPD.

The value obtained for the HOMO energy is -8.4 eV. The calculation puts the LUMO energy at -0.573 eV. The calculation puts the orbital gap at 7.82 eV. As for the energy above the lowest of the compared OMol25 structures with the same formula, charge and spin: 43.8 kcal/mol. Its total energy is -22562.4036 eV. Its net charge is 0.

Each line ends with the natural charge from an NBO analysis.
Element x y z (Å)
C  0.03359  0.56180  0.14042  -0.25
C  1.00234  -0.57803  -0.17979  -0.54
N  -1.09066  -0.24783  0.68856  -0.65
S  -0.45283  -1.67950  -0.07644  0.40
I  -2.98333  0.41180  -0.07888  0.21
H  0.40026  1.50205  0.79365  0.20
H  -0.15392  1.06489  -0.78711  0.19
H  1.51093  -0.37796  -1.10953  0.22
H  1.73362  -0.65722  0.60912  0.22



No. 2
A structure of composition IZn in a non-equilibrium geometry. Source: the Open Molecules 2025 dataset; level of theory: ωB97M-V/def2-TZVPD.

The value obtained for the HOMO energy is -14.9 eV. The calculation puts the LUMO energy at -9.020 eV. The calculation puts the orbital gap at 5.89 eV. As for the energy above the lowest of the compared OMol25 structures with the same formula, charge and spin: 23.9 kcal/mol. Its total energy is -56509.0778 eV. Its net charge is +1.

Each line ends with the natural charge from an NBO analysis.
Element x y z (Å)
Zn  -0.85808  -1.14867  -0.37522  1.02
I  0.85808  1.14867  0.37522  -0.02



No. 3
An isolated molecule of CH5N2P in a non-equilibrium geometry. Source: the Open Molecules 2025 dataset; level of theory: ωB97M-V/def2-TZVPD.

The value obtained for the HOMO energy (spin up / spin down) is -8.1 / -8.9 eV. The calculation puts the LUMO energy (spin up / spin down) at -0.189 / -0.342 eV. As for the SMILES: C/N=P/N. The calculation puts the orbital gap (spin up / spin down) at 7.93 / 8.56 eV. As for the energy above the lowest of the compared OMol25 structures with the same formula, charge and spin: 44.1 kcal/mol. Its total energy is -13384.6567 eV. Its net charge is 0.

Each line ends with the natural charge from an NBO analysis.
Element x y z (Å)
C  1.38384  -0.64645  -0.11069  -0.47
N  0.16294  -0.12005  -0.68392  -0.71
N  -2.54142  0.34549  -0.40882  -1.13
P  -1.29711  -0.32628  0.50614  0.94
H  1.14973  -1.64290  0.24662  0.19
H  1.75223  0.16815  0.59734  0.20
H  2.10509  -0.71736  -0.83912  0.20
H  -2.27143  0.69610  -1.28505  0.41
H  -3.22303  -0.31070  -0.28588  0.38



No. 4
An isolated molecule of C16H22N2O5S in a non-equilibrium geometry. Source: the Open Molecules 2025 dataset; level of theory: ωB97M-V/def2-TZVPD.

The value obtained for the HOMO energy is -8.8 eV. The calculation puts the LUMO energy at 0.559 eV. As for the SMILES: COc1ccc(S(=O)(=O)N2CCN(C(=O)[C@@H]3CCCO3)CC2)cc1. The calculation puts the orbital gap at 9.34 eV. As for the energy above the lowest of the compared OMol25 structures with the same formula, charge and spin: 44.2 kcal/mol. Its total energy is -41001.2121 eV. Its net charge is 0.

Each line ends with the natural charge from an NBO analysis.
Element x y z (Å)
C  6.30445  2.99569  -2.61097  -0.26
H  6.75149  3.59527  -3.40198  0.21
O  5.00281  3.50965  -2.43678  -0.48
C  4.20025  2.96012  -1.49764  0.32
C  2.93071  3.53667  -1.37211  -0.26
C  2.03460  3.05110  -0.44446  -0.16
C  2.39760  1.98622  0.36202  -0.38
C  3.64526  1.40772  0.25154  -0.15
C  4.55289  1.88948  -0.67508  -0.27
H  5.52557  1.43053  -0.74766  0.22
H  3.89689  0.58704  0.90346  0.24
S  1.25548  1.31605  1.55516  2.32
O  1.93929  1.05247  2.78548  -0.94
O  0.08079  2.14722  1.59458  -0.95
N  0.93635  -0.17698  0.83494  -0.67
C  0.00008  -0.10069  -0.26411  -0.24
H  0.22256  0.80815  -0.82516  0.22
C  -1.45573  -0.07860  0.23034  -0.24
N  -1.68570  -1.21803  1.08781  -0.45
C  -2.42602  -2.32327  0.82174  0.66
O  -2.44995  -3.27296  1.57792  -0.62
C  -3.28671  -2.28545  -0.45191  0.00
C  -4.51296  -1.35820  -0.23781  -0.43
H  -4.42906  -0.83518  0.71463  0.22
C  -5.70345  -2.32715  -0.23887  -0.43
H  -6.22224  -2.29123  -1.19686  0.21
H  -6.41479  -2.11780  0.55607  0.22
C  -5.02560  -3.69060  -0.06345  -0.08
H  -4.85203  -3.90812  0.99704  0.18
H  -5.57023  -4.51564  -0.52230  0.19
O  -3.79351  -3.56663  -0.74214  -0.50
H  -4.59652  -0.61845  -1.03264  0.22
H  -2.67088  -2.00366  -1.31159  0.20
C  -0.79388  -1.22573  2.23405  -0.25
H  -1.02818  -2.10438  2.83654  0.26
C  0.65679  -1.26640  1.75036  -0.24
H  1.34317  -1.15953  2.58962  0.24
H  0.85360  -2.20805  1.22841  0.21
H  -0.95531  -0.31368  2.81794  0.20
H  -2.14268  -0.06963  -0.61219  0.21
H  -1.60067  0.83424  0.81861  0.23
H  0.16410  -0.97132  -0.90840  0.21
H  1.05689  3.48955  -0.32095  0.24
H  2.68104  4.36648  -2.01358  0.23
H  6.28311  1.94651  -2.92042  0.18
H  6.90031  3.09719  -1.69922  0.18